Entry 1:
C21H29N3O6S | ωB97M-V/def2-TZVPD

Its SMILES is CCOc1ccc(OCC)c(NC(=O)[C@H]2CCCN(S(=O)(=O)c3c(C)noc3C)C2)c1. The HOMO-LUMO gap comes out at 0.300 Ha. The LUMO energy comes out at 0.551 eV.

Each line ends with the Löwdin charge.
CARTESIAN COORDINATES (ANGSTROEM)
H  3.1041  2.8521  -0.5899  0.107
C  -1.8462  -1.7999  -0.3226  -0.153
C  -4.2958  0.2240  -0.7856  -0.157
C  -5.4128  1.3685  1.2688  0.015
H  -2.0465  -3.2767  2.0537  0.121
H  6.7634  0.8959  0.5023  0.065
H  -1.4614  -1.3984  3.5190  0.119
H  -0.3085  -3.3207  2.3705  0.124
O  -2.5710  1.9074  0.1816  -0.279
H  1.0011  3.3995  -0.8843  0.123
H  -4.5144  1.9756  1.3388  0.072
H  3.3284  -2.0659  -0.5340  0.116
H  -0.5511  3.0508  -0.0867  0.097
C  4.3327  1.1378  -0.8376  -0.027
H  -1.5802  -1.6369  -1.3683  0.129
C  -2.2434  -0.5394  1.7097  -0.188
C  -1.1013  -2.7552  1.8791  -0.137
C  3.1261  1.7741  -0.5658  -0.015
H  6.6690  0.4891  -1.9978  0.114
C  -1.1900  -1.3478  2.4636  -0.150
O  0.7480  1.5544  0.0173  -0.075
C  0.6425  -2.3560  0.1091  -0.432
H  5.1893  1.7531  -1.0618  0.103
H  -3.3455  -0.5846  -3.2478  0.070
C  7.3965  0.1535  0.0229  -0.066
S  -2.6006  0.7041  -0.5977  0.681
H  7.4072  -1.1028  -1.7303  0.122
C  2.0682  -0.3620  -0.2772  -0.124
C  -4.2248  -1.1694  -2.9902  -0.012
H  -2.2766  0.4934  2.0567  0.121
H  0.0765  -0.4033  0.0456  0.107
H  0.8035  4.6953  1.2286  0.077
O  -1.9771  0.6947  -1.8839  -0.256
C  -0.8291  -2.7146  0.3669  -0.191
N  0.8723  -1.0328  -0.0147  0.167
H  0.4974  3.2094  2.1362  0.077
C  6.7701  -0.3356  -1.2808  -0.253
C  4.4153  -0.2453  -0.8200  -0.264
O  5.5321  -0.9830  -1.0827  -0.050
C  3.2676  -0.9912  -0.5384  0.082
H  -0.2255  -0.8469  2.3807  0.117
H  7.5203  -0.6831  0.7057  0.079
H  -2.8371  -2.2820  -0.2775  0.136
N  -6.1710  -0.6827  -1.5879  0.116
O  -6.4585  -0.0025  -0.4484  0.032
H  -4.9195  -1.2045  -3.8247  0.089
C  -5.3424  0.5507  0.0386  -0.276
H  8.3694  0.5937  -0.1787  0.075
H  -3.9155  -2.1892  -2.7641  0.087
H  2.0856  3.4894  1.4203  0.067
H  -6.2959  2.0028  1.2355  0.097
H  -5.4915  0.7300  2.1483  0.096
C  0.5339  2.9513  0.0004  -0.238
N  -1.8967  -0.4983  0.3082  -0.255
H  -0.9536  -3.7273  -0.0306  0.153
C  1.9883  1.0480  -0.2761  -0.199
C  -4.8914  -0.5637  -1.8150  -0.314
C  1.0165  3.6311  1.2792  -0.055
O  1.4849  -3.2285  0.0640  0.081
H  -3.2355  -0.9993  1.8496  0.132



Entry 2:
C21H29N5O2 | ωB97M-V/def2-TZVPD

Its SMILES is Cc1cnn(CCCNC(=O)C[C@@H]2CCN(Cc3ccc(C(N)=O)cc3)C2)c1. The HOMO-LUMO gap comes out at 0.345 Ha. The LUMO energy comes out at 0.591 eV.

Each line ends with the Löwdin charge.
CARTESIAN COORDINATES (ANGSTROEM)
C  -4.0298  -9.0933  -0.4241  -0.209
C  -4.0940  -7.6546  -0.8750  -0.167
H  -5.1394  -7.3294  -0.8516  0.133
C  6.4726  2.7283  1.6028  -0.063
O  -0.6067  -2.9416  1.6815  0.095
H  -4.3643  -15.0833  0.3966  0.108
C  -3.9786  -11.7619  0.4058  -0.152
H  5.4651  0.9118  3.7715  0.106
N  -4.3653  -14.1394  0.0524  0.163
H  -2.7604  -4.4151  1.4171  0.143
H  -0.3879  -1.6206  -1.1305  0.124
H  -4.5062  -5.0236  -0.0782  0.128
H  -2.7964  -2.7048  -0.4006  0.133
H  -4.0908  -8.6163  1.6601  0.118
C  -0.9017  -2.6260  0.5498  -0.483
H  2.1068  -0.2579  0.0373  0.120
H  -0.3047  0.4367  -0.2362  0.122
H  -0.3661  -5.4307  0.0413  0.116
O  -3.5471  -13.4327  2.0330  0.057
C  -1.2878  -5.7336  0.5409  -0.109
H  3.7173  2.7664  0.3168  0.125
H  1.3828  2.0405  0.7798  0.124
N  3.5440  0.8824  2.9450  0.082
H  -1.5444  -3.5965  -1.2487  0.128
H  1.7193  -0.8783  1.6343  0.117
C  1.6620  1.2604  1.4915  -0.152
H  -1.5589  -7.1023  -1.1506  0.123
C  -4.0231  -10.7351  1.3392  -0.004
C  5.1541  2.0902  1.8991  -0.276
C  -3.9449  -11.4454  -0.9464  -0.033
C  -1.9450  -3.3795  -0.2505  -0.095
H  -4.8462  -13.9113  -0.7959  0.088
C  -3.5057  -5.3669  -0.3541  -0.164
N  -0.2284  -1.6387  -0.1374  0.049
H  -3.7585  -7.5847  -1.9262  0.122
C  -2.3939  -4.6606  0.4212  -0.292
C  0.0006  -0.3371  0.4743  -0.199
H  7.0263  2.9205  2.5220  0.074
C  -4.0572  -9.4137  0.9288  -0.020
H  -1.6080  -7.9073  0.4174  0.118
N  -3.3283  -6.7713  -0.0254  -0.171
H  -0.6540  -0.2338  1.3430  0.127
C  -3.9377  -13.1702  0.9122  -0.502
C  -1.8860  -6.9887  -0.1009  -0.169
C  -3.9655  -10.1205  -1.3560  -0.032
N  3.0416  1.4856  1.8637  -0.182
H  -3.8621  -12.2225  -1.6967  0.107
H  -3.9196  -9.8862  -2.4133  0.111
H  7.0979  2.0975  0.9679  0.074
H  -3.4012  -5.1939  -1.4447  0.125
H  1.0487  1.3955  2.3841  0.129
C  1.4466  -0.1211  0.8985  -0.170
H  -4.0284  -10.9797  2.3928  0.120
C  3.9693  2.2191  1.2107  -0.038
C  4.8154  1.2522  2.9800  -0.118
H  6.3446  3.6851  1.0964  0.073
H  -1.0371  -5.9088  1.5843  0.115



Entry 3:
C21H30BCl39F3N3O | ωB97M-V/def2-TZVPD

The HOMO-LUMO gap comes out at 0.338 Ha. The LUMO energy comes out at -0.103 eV.

Each line ends with the Löwdin charge.
CARTESIAN COORDINATES (ANGSTROEM)
H  7.3036  1.9403  -1.0771  0.047
Cl  5.9409  0.6217  3.8395  0.507
H  1.3496  0.9783  0.6972  0.115
H  4.2303  6.8484  -5.5255  -0.015
H  -3.6974  -3.9899  2.0147  -0.065
N  2.0445  -2.0589  -0.4297  0.122
H  3.6821  2.6504  -1.6787  0.079
Cl  -12.3893  -0.1889  -4.0393  0.521
H  1.2843  -2.1908  -1.0807  0.081
Cl  3.2104  8.8860  -6.0711  0.520
F  4.7139  4.4637  -5.1969  0.165
Cl  -4.0012  -5.8973  0.6962  0.544
Cl  6.7959  0.2595  1.0963  0.581
Cl  -2.5919  -4.8695  3.9657  0.547
F  4.2390  4.5922  -3.1120  0.152
H  5.1069  4.2372  -0.5974  0.098
C  2.7374  4.8592  6.9003  -1.548
H  -5.0484  -2.4762  7.7804  0.011
Cl  3.5681  -0.5709  6.2131  0.536
C  -4.3667  -2.7944  7.0032  -1.548
C  5.3309  3.1818  -0.4227  -0.161
H  3.2444  3.0484  1.1292  0.103
C  4.3266  3.7653  -4.1470  -0.642
O  5.7748  2.0720  -5.0454  0.007
H  -1.1592  -5.3668  2.1632  -0.015
Cl  -5.8129  -0.4164  1.0155  0.443
Cl  -2.6804  -0.6984  -3.3497  0.505
C  4.0802  2.2849  -0.7350  -0.224
C  2.4234  1.0638  0.9222  -0.199
Cl  4.4676  -6.2641  3.9078  0.534
H  1.7251  4.7391  7.2618  0.011
Cl  -12.6273  -3.0314  -3.4873  0.511
Cl  -9.5969  -2.4275  -3.3477  0.489
Cl  3.4453  3.2555  6.6976  0.498
H  -7.4595  0.9662  1.9455  0.012
C  -9.4912  -3.9762  -2.5125  -1.551
Cl  -3.8774  -1.3725  6.0782  0.519
C  5.3020  2.6235  -3.8270  -0.274
F  3.1055  3.3299  -4.3995  0.169
Cl  -4.4060  -3.0086  -6.1507  0.523
H  2.3060  -0.8652  -2.4429  0.050
Cl  -7.9006  -4.1763  -1.7787  0.498
C  2.9623  2.3852  0.3066  -0.145
C  -6.5689  1.1421  1.3574  -1.523
H  -13.8247  -1.7486  -5.0342  0.014
Cl  -5.4124  -2.9512  -3.4287  0.475
C  -5.8172  -2.7172  -5.1278  -1.541
H  2.1144  2.8815  -0.1710  0.106
B  6.4432  2.6859  -1.4375  -0.127
C  -1.0306  -5.2604  3.2335  -1.504
H  1.3354  -0.1988  5.6168  0.021
Cl  2.1520  -1.4686  3.8193  0.517
C  2.6311  -0.7737  -0.6146  -0.573
H  4.4548  1.2813  -0.9325  0.072
Cl  -9.8362  -5.3069  -3.6231  0.523
H  7.3859  2.6996  -3.4259  0.101
Cl  3.0065  -7.1297  1.5524  0.529
Cl  -3.3461  -0.0927  -0.6092  0.475
Cl  -3.7583  1.9072  -2.6684  0.533
H  5.6120  1.1298  -5.0108  0.100
C  3.1562  -5.8819  2.7906  -1.569
C  -2.7381  0.5770  -2.1264  -1.523
Cl  5.9965  8.3823  -5.4242  0.520
Cl  -5.2107  -3.9477  5.9663  0.509
H  -1.7346  0.9576  -1.9730  0.013
Cl  -0.4212  -6.7884  3.8717  0.567
C  4.5220  7.7040  -6.1196  -1.560
N  3.1077  -0.1764  0.5330  0.018
Cl  4.8068  7.1553  -7.7719  0.526
H  8.0130  -0.1326  3.0544  0.012
N  2.7197  -0.2552  -1.7485  0.149
H  4.7159  1.8363  -3.3490  0.142
H  6.6137  4.2133  -2.9946  0.116
Cl  3.6407  5.7985  8.0911  0.525
Cl  2.6744  5.7088  5.3542  0.524
Cl  8.1486  2.1912  2.7910  0.537
C  7.3186  0.6337  2.7370  -1.528
C  6.4884  3.1249  -2.9768  -0.075
Cl  -5.2393  -3.2868  0.3972  0.487
H  2.4808  1.1185  2.0049  -0.003
Cl  -5.4801  2.1692  2.2958  0.523
C  2.2689  -0.2198  5.0699  -1.483
Cl  -2.9688  -3.5518  7.7683  0.523
Cl  -14.8789  -1.2619  -3.0015  0.528
C  -3.7995  -4.1614  0.9473  -1.539
Cl  -6.4543  -1.0934  -5.3972  0.519
Cl  -7.0443  1.9435  -0.1413  0.529
H  -6.5845  -3.4322  -5.3959  0.011
Cl  3.4083  -4.2982  2.0517  0.502
H  1.6964  -2.0645  0.5221  0.052
H  2.2312  -5.8494  3.3519  -0.065
Cl  0.1246  -3.9614  3.5461  0.517
H  3.1855  -0.8367  1.2893  0.063
H  5.6414  3.0019  0.6086  0.067
Cl  2.5074  1.3515  4.3152  0.546
C  -13.4762  -1.5807  -4.0241  -1.533
Cl  -2.3370  -3.5891  0.1366  0.534
H  -10.2346  -3.9898  -1.7254  0.007



Entry 4:
C21H30BInN3O4 | ωB97M-V/def2-TZVPD

The charge is -1. The HOMO-LUMO gap comes out at 0.242 Ha. The LUMO energy comes out at 2.422 eV.

Each line ends with the Löwdin charge.
CARTESIAN COORDINATES (ANGSTROEM)
N  -1.8670  -2.9056  3.3279  0.080
H  -3.3053  -1.4777  6.0261  0.094
H  2.4806  0.5715  -2.3786  0.071
O  3.7825  -0.9932  -3.4193  -0.221
N  -0.3085  3.0048  -0.2964  0.048
H  3.3970  -3.7854  -1.6663  0.015
C  2.6656  -3.1438  -2.2416  -0.246
C  -0.7830  -5.2101  0.4025  -0.419
H  0.9029  -2.2071  0.4004  -0.066
In  0.6933  -3.1709  -1.1349  0.646
C  -0.6810  -6.5026  1.3398  -0.118
H  2.6045  -3.3680  -3.3451  0.034
H  1.3091  1.7406  -0.2871  0.099
H  1.0297  4.1557  -3.0774  0.103
H  -0.6277  -1.9201  -4.3254  0.076
C  -1.2888  0.0264  -1.7438  -0.141
H  -1.7661  4.4127  2.4040  0.099
H  0.0263  3.1190  3.5627  0.103
C  -1.6022  -2.7970  6.1041  -0.099
C  0.8075  2.3261  1.7244  -0.057
H  -1.4995  -2.7547  7.1829  0.098
H  3.8414  -1.2902  -1.1316  0.138
C  -0.0674  3.0874  2.4831  -0.079
C  0.6472  2.3195  0.3484  -0.143
C  0.5707  5.7246  -1.6823  -0.148
C  -2.6962  -2.1755  4.0855  -0.153
H  1.1708  5.7421  -4.9990  0.103
C  0.9435  6.1013  -4.0016  -0.085
N  0.3587  7.0264  -1.4350  0.054
O  -1.1133  -2.5937  -3.8048  0.004
H  -0.4390  0.0931  -0.9976  0.065
H  -0.8447  -4.2380  0.9822  0.056
H  -0.8453  0.2964  -2.7616  0.090
C  0.4415  7.8609  -2.4808  -0.169
H  -2.0603  0.8166  -1.4618  0.092
O  0.3073  -5.1372  -0.5328  -0.445
H  0.4954  5.0722  -0.8210  0.070
H  0.4000  -6.7721  1.5684  0.070
H  -1.2042  -6.3145  2.3291  0.048
C  3.3086  -1.5917  -2.1342  -0.294
H  0.7790  8.1721  -4.5807  0.095
C  -0.9023  -3.5822  3.9687  -0.140
C  -1.0653  3.8077  1.8431  -0.073
H  0.0648  -4.1306  5.8091  0.098
H  0.2679  8.9076  -2.2517  0.096
H  -1.1818  -7.3818  0.8383  0.059
C  -0.7309  -3.5621  5.3446  -0.077
H  -1.9103  4.2757  -0.0832  0.108
H  -1.7286  -5.3395  -0.2345  0.103
C  -2.6068  -2.0864  5.4655  -0.091
H  -3.4678  -1.6407  3.5409  0.101
H  -0.2431  -4.1631  3.3318  0.098
H  1.5967  1.7501  2.1900  0.106
C  -1.1448  3.7332  0.4624  -0.165
H  1.9663  -0.6361  -3.9017  0.106
C  2.3979  -0.4290  -2.8873  -0.066
O  -1.8902  -1.2730  -1.8476  -0.121
B  -0.9777  -2.2389  -2.4086  -0.557
C  0.7268  7.4526  -3.7733  -0.089
C  0.8658  5.2165  -2.9373  -0.062